[1]
Below is C25H21DyF2I2N5O2 as an isolated structure in a non-equilibrium geometry, with properties calculated with the ωB97M-V functional and the def2-TZVPD basis.

XYZ file:
```
58
Properties=species:S:1:pos:R:3:lowdin_spin:R:1
Dy 0.107 0.085 -0.484 5.0564
I -0.275 7.490 -0.296 0.0003
C -0.553 5.453 -0.522 0.0013
C 0.052 4.798 -1.589 -0.0004
C -0.177 3.440 -1.744 0.0011
I 0.942 2.240 -3.015 -0.0064
C -1.029 2.744 -0.895 -0.0025
O -1.308 1.446 -1.091 -0.0103
C -1.480 3.370 0.263 0.0010
C -1.953 2.441 1.344 -0.0002
N -0.829 1.518 1.692 -0.0069
C 0.243 2.218 2.396 -0.0004
C 1.550 1.472 2.367 -0.0007
C 2.452 1.585 3.414 -0.0003
C 3.678 0.953 3.326 0.0002
C 3.974 0.204 2.198 0.0000
C 3.020 0.120 1.208 -0.0001
N 1.833 0.740 1.282 -0.0121
C -1.270 4.732 0.430 -0.0002
H 0.699 5.334 -2.270 -0.0001
H -2.782 1.826 1.000 0.0000
H -2.282 3.002 2.224 -0.0001
H -1.192 0.784 2.292 0.0002
H -0.022 2.449 3.432 -0.0001
H 0.404 3.178 1.898 0.0000
H 2.184 2.165 4.288 -0.0001
H 4.393 1.036 4.134 0.0000
H 4.918 -0.309 2.087 0.0000
H 3.193 -0.463 0.313 0.0001
H -1.638 5.225 1.322 0.0000
F -0.942 -2.793 4.332 0.0001
C -1.098 -2.774 2.998 0.0004
C -0.400 -1.850 2.239 0.0013
C -0.556 -1.828 0.856 0.0000
C -1.401 -2.772 0.252 0.0013
C -2.111 -3.648 1.067 0.0003
F -2.994 -4.520 0.537 0.0002
C -1.977 -3.678 2.440 -0.0005
C -1.536 -2.764 -1.233 0.0003
C -2.018 -3.823 -2.001 -0.0003
C -2.073 -3.702 -3.377 0.0003
C -1.661 -2.526 -3.987 -0.0002
C -1.183 -1.524 -3.170 -0.0003
N -1.107 -1.644 -1.842 -0.0112
H 0.259 -1.163 2.763 0.0003
H -2.544 -4.377 3.039 0.0000
H -2.346 -4.729 -1.518 0.0000
H -2.444 -4.529 -3.970 0.0000
H -1.709 -2.383 -5.057 0.0000
H -0.850 -0.576 -3.581 0.0002
N 3.330 -1.798 -3.108 0.0001
C 2.376 -1.889 -2.166 -0.0002
N 1.919 -3.101 -1.818 0.0005
O 1.926 -0.855 -1.623 -0.0126
H 3.697 -2.598 -3.590 0.0000
H 3.673 -0.885 -3.346 0.0000
H 2.241 -3.949 -2.251 0.0000
H 1.185 -3.149 -1.128 0.0003
```

Results
Energy above the lowest of the compared OMol25 structures with the same formula, charge and spin, kcal per mole: 0.0
Spin multiplicity: 6
Net charge: +1
Strongest force on any atom, eV/Å: 1.3
LUMO (alpha / beta), eV: -2.381 / -2.364

***

[2]
Below is C28H26GeN5Pd as an isolated structure in a non-equilibrium geometry, with properties calculated with the ωB97M-V functional and the def2-TZVPD basis.

XYZ file:
```
61
Properties=species:S:1:pos:R:3:nbo_charge:R:1
Pd -0.749 1.004 0.155 0.9073
C 0.650 -1.748 -1.228 -0.2845
N 1.100 -1.018 -0.044 -0.6211
C 0.895 -1.738 1.211 -0.2768
C -0.472 -1.477 1.762 0.4257
N -1.197 -0.385 1.525 -0.4744
C -2.382 -0.472 2.268 0.1389
C -3.476 0.379 2.365 -0.2510
C -4.481 0.002 3.231 -0.1522
C -4.399 -1.183 3.982 -0.1605
C -3.319 -2.033 3.880 -0.1976
C -2.318 -1.654 2.997 0.0977
N -1.099 -2.251 2.643 -0.4638
C -0.781 -1.435 -1.551 0.4182
N -1.405 -0.316 -1.223 -0.4339
C -2.704 -0.351 -1.740 0.1391
C -3.751 0.558 -1.672 -0.2464
C -4.914 0.214 -2.328 -0.1638
C -5.023 -0.993 -3.040 -0.1613
C -3.983 -1.893 -3.115 -0.1893
C -2.820 -1.549 -2.438 0.0985
N -1.586 -2.197 -2.290 -0.4672
H 0.767 -2.829 -1.110 0.2336
H 1.268 -1.452 -2.078 0.2648
H 2.090 -0.824 -0.142 0.4090
H 1.633 -1.393 1.937 0.2640
H 1.036 -2.817 1.097 0.2339
H -3.540 1.287 1.778 0.2236
H -5.354 0.631 3.342 0.2500
H -5.201 -1.435 4.662 0.2584
H -3.256 -2.942 4.464 0.2584
H -0.745 -3.122 3.015 0.4575
H -3.648 1.491 -1.131 0.2232
H -5.760 0.887 -2.307 0.2505
H -5.948 -1.221 -3.552 0.2577
H -4.068 -2.808 -3.687 0.2570
H -1.337 -3.085 -2.704 0.4572
Ge 1.396 2.254 -0.058 1.3766
C -0.389 3.123 -0.202 -0.6522
C -1.198 3.496 0.912 -0.1698
C -2.171 4.455 0.736 -0.1865
C -2.336 5.069 -0.517 -0.0802
C -1.559 4.706 -1.607 -0.1966
C -0.609 3.703 -1.469 -0.1063
C 2.488 2.431 1.450 -0.5722
C 3.842 2.730 1.260 -0.1543
C 4.621 3.012 2.370 -0.1850
C 4.064 2.971 3.643 -0.1037
C 2.720 2.649 3.834 -0.2112
C 1.923 2.378 2.739 -0.1282
H 2.025 2.140 -1.441 -0.0893
H -1.015 3.104 1.909 0.2338
H -2.793 4.754 1.570 0.2616
H -3.087 5.840 -0.634 0.2647
H -1.698 5.192 -2.564 0.2685
H -0.026 3.388 -2.327 0.2477
H 4.280 2.760 0.270 0.2402
H 5.665 3.262 2.242 0.2604
H 4.685 3.191 4.502 0.2574
H 2.303 2.620 4.832 0.2513
H 0.879 2.123 2.877 0.1930
```

Results
Energy above the lowest of the compared OMol25 structures with the same formula, charge and spin, kcal per mole: 14.7
Net charge: +3
Strongest force on any atom, eV/Å: 2.4
LUMO, eV: -11.912

***

[3]
Below is one molecule with the formula CH5N3O2 in a non-equilibrium geometry, with properties calculated with the ωB97M-V functional and the def2-TZVPD basis.

XYZ file:
```
11
Properties=species:S:1:pos:R:3:nbo_charge:R:1
N 0.939 1.331 -0.014 -0.6533
N -0.633 1.022 -0.027 -0.4654
C -1.088 -0.128 -0.041 0.7125
O -2.233 -0.424 -0.136 -0.6288
N -0.042 -1.037 0.424 -0.4094
O 1.270 -1.112 -0.185 -0.5721
H 1.071 1.584 1.069 0.3976
H 1.407 0.684 -0.518 0.3843
H -1.396 1.677 -0.290 0.4040
H -0.477 -1.850 0.707 0.3638
H 1.182 -1.747 -0.990 0.4667
```

Results
Energy above the lowest of the compared OMol25 structures with the same formula, charge and spin, kcal per mole: 83.9
Strongest force on any atom, eV/Å: 10.0
LUMO, eV: 0.505
SMILES: NNC(=O)NO